# 1
Molecular formula: C23H30FN3O5
Method: DFT, the ωB97M-V functional and the def2-TZVPD basis

Geometry as XYZ:
```
62
Properties=species:S:1:pos:R:3:forces:R:3
C 0.5288 5.8172 -2.2443 -0.13 -0.23 0.03
C 0.4115 4.4818 -1.5207 0.25 0.24 0.06
C 1.4947 4.3168 -0.4570 -0.36 -0.35 -0.09
C 1.3795 2.9776 0.2672 0.37 0.32 0.03
C 2.4420 2.8260 1.3527 -0.34 -0.29 0.00
H 2.3167 3.6209 2.0904 0.06 0.05 0.04
H 3.4329 2.9386 0.9078 0.08 0.05 0.05
C 2.3825 1.4811 2.0865 -0.02 0.70 0.17
N 2.8232 0.3788 1.2487 0.25 -0.15 0.01
C 4.1502 0.1799 1.1598 0.33 -0.26 -0.15
C 4.7477 -0.7795 0.4027 0.00 -0.16 -0.15
C 3.9463 -1.6884 -0.3844 -0.02 0.32 0.26
O 4.4248 -2.5918 -1.0846 -0.03 -0.10 -0.09
C 2.5132 -1.4498 -0.2847 -0.20 0.11 0.08
C 1.6442 -2.2599 -1.0240 -0.30 0.11 0.09
C 0.2948 -2.0623 -0.9941 0.40 -0.18 -0.07
C -0.2949 -1.0449 -0.2086 0.38 -0.01 0.10
C 0.5837 -0.2547 0.5378 -0.18 0.03 0.03
C 1.9683 -0.4223 0.5127 -0.08 -0.62 -0.50
H 0.1526 0.5062 1.1611 -0.06 0.10 0.05
N -1.6368 -0.8052 -0.1813 -0.06 0.01 -0.13
C -2.1541 0.4908 0.2078 -0.13 0.21 0.01
H -1.4586 1.2691 -0.1185 -0.03 -0.02 0.06
C -3.5039 0.7240 -0.4616 0.06 0.30 0.02
N -4.4463 -0.2758 -0.0138 0.06 -0.14 -0.03
C -5.6945 0.0951 0.3585 0.10 -0.11 -0.02
O -6.1245 1.2184 0.2431 -0.33 0.32 0.03
O -6.3835 -0.9466 0.8710 0.31 -0.07 -0.11
C -7.7463 -0.6838 1.2065 -0.50 0.24 0.04
C -8.6493 -0.7526 -0.0163 0.38 0.00 0.20
H -8.5513 -1.7192 -0.5049 -0.05 -0.09 -0.04
H -8.3765 0.0304 -0.7194 -0.03 0.05 -0.06
H -9.6827 -0.6100 0.2861 -0.14 0.01 0.01
H -7.8137 0.3061 1.6690 0.01 -0.21 0.01
H -8.0071 -1.4545 1.9348 0.05 0.12 -0.06
C -3.9090 -1.5955 0.2413 0.02 -0.36 0.10
H -3.7056 -1.7234 1.3130 0.01 -0.08 -0.09
C -2.6253 -1.7971 -0.5571 -0.34 -0.31 -0.05
H -2.8488 -1.7478 -1.6304 -0.01 -0.11 0.09
H -2.2424 -2.7940 -0.3349 -0.10 0.12 -0.06
H -4.6464 -2.3460 -0.0518 0.17 0.01 0.04
H -3.9065 1.7046 -0.1986 0.13 -0.11 -0.06
H -3.3899 0.6792 -1.5513 0.04 0.09 0.07
H -2.2770 0.5598 1.2984 0.05 0.12 -0.04
F -0.4757 -2.8503 -1.7852 -0.01 0.16 0.07
H 2.0689 -3.0346 -1.6436 0.01 -0.07 -0.08
C 6.2409 -0.8644 0.4223 -0.19 0.27 0.21
O 6.9068 -0.0979 1.0770 0.09 -0.06 -0.04
O 6.7703 -1.8229 -0.3185 0.08 -0.24 -0.19
H 6.0432 -2.3355 -0.7762 0.05 0.25 0.20
H 4.7855 0.8336 1.7429 -0.02 0.05 0.04
H 3.0501 1.5211 2.9512 -0.12 -0.12 -0.05
H 1.3763 1.2904 2.4577 0.10 -0.05 0.04
H 1.4779 2.1696 -0.4612 -0.09 -0.05 -0.02
H 0.3871 2.9076 0.7206 -0.09 -0.10 0.00
H 2.4768 4.3898 -0.9284 0.09 0.06 0.01
H 1.4141 5.1296 0.2684 0.06 0.09 0.03
H 0.4911 3.6679 -2.2453 -0.06 -0.08 0.01
H -0.5721 4.4112 -1.0493 -0.04 -0.09 0.00
H 0.4318 6.6416 -1.5414 0.00 0.13 0.04
H 1.4947 5.8999 -2.7372 0.10 0.06 -0.07
H -0.2501 5.9141 -2.9966 -0.04 0.10 -0.10
```
Forces are in eV/Å.

Results
* E_LUMO: 0.0018 hartree
* net charge: 0
* SMILES: CCCCCCn1cc(C(=O)O)c(=O)c2cc(F)c(N3CCN(C(=O)OCC)CC3)cc21

# 2
Molecular formula: C3H3NS2
Method: DFT, the ωB97M-V functional and the def2-TZVPD basis

Geometry as XYZ:
```
9
Properties=species:S:1:pos:R:3:forces:R:3
C 0.6684 1.3580 -0.3751 0.15 0.38 0.90
C -1.6388 0.3174 -0.3229 -1.02 -0.74 -0.10
C 0.0327 -1.2232 0.3603 0.98 0.26 0.37
N -1.1621 -0.7997 -0.2642 -0.85 -0.34 -0.68
S 1.4381 -0.1612 -0.1880 -0.40 -0.06 -0.16
S -0.8177 1.8177 0.2227 1.16 0.41 -0.08
H 1.2367 2.0620 -0.9597 0.00 0.02 -0.31
H -0.0543 -1.1273 1.4444 -0.10 -0.04 -0.04
H 0.2970 -2.2438 0.0826 0.07 0.12 0.10
```
Forces are in eV/Å.

Results
* E_LUMO (spin up / spin down): -0.0169 / -0.0205 hartree
* net charge: 0

# 3
Molecular formula: C7H7N
Method: DFT, the ωB97M-V functional and the def2-TZVPD basis

Geometry as XYZ:
```
15
Properties=species:S:1:pos:R:3:forces:R:3
C -2.0853 -0.8279 0.4994 -1.26 -0.26 0.35
C 0.9035 -2.0588 -0.1200 -1.32 2.26 0.19
C 0.2690 -0.9307 0.0723 -0.49 0.32 -0.41
C 1.7078 -0.9176 0.4403 0.14 0.08 2.55
C -1.0523 1.4132 0.0662 -1.69 -0.33 1.00
C -1.1201 0.7677 -1.2227 -1.73 -0.86 -2.13
C -1.0181 -0.0935 0.0097 2.99 -0.78 -0.14
N -2.9731 -1.4007 0.9293 -0.86 -0.65 0.38
H 0.7569 -3.0337 -0.4770 0.33 -1.13 -0.14
H 1.8810 -0.8914 1.5742 0.21 -0.19 -1.55
H 2.4673 -0.3721 -0.1004 0.06 0.01 -0.43
H -0.2897 1.9868 0.4624 1.88 0.76 0.37
H -2.0097 1.7627 0.4216 -0.13 0.08 0.09
H -2.2109 0.7729 -1.7175 3.10 -0.05 0.56
H -0.1445 0.5814 -1.7136 -1.22 0.73 -0.68
```
Forces are in eV/Å.

Results
* E_LUMO: 0.0315 hartree
* net charge: 0
* SMILES: N#CC1(C2=CC2)CC1

# 4
Molecular formula: C9H15N3O4
Method: DFT, the ωB97M-V functional and the def2-TZVPD basis

Geometry as XYZ:
```
31
Properties=species:S:1:pos:R:3:forces:R:3
C 0.4044 1.5515 0.4422 0.95 -0.98 0.80
C 0.4995 0.6789 -0.7959 0.27 -1.22 -2.44
C -0.9021 1.4642 1.3004 0.13 -0.72 -0.85
C -0.9892 2.3239 2.5610 0.69 0.45 0.33
C 0.3704 -1.6364 -1.6075 -0.22 -2.05 -3.59
C -1.0477 -2.0843 -1.4619 -1.21 -1.33 0.76
C 1.4422 -2.7427 -1.5582 -2.44 -2.11 1.16
C 1.8199 -2.6975 -0.0557 0.59 -0.11 -0.56
C 1.5779 -1.2531 0.3710 -1.29 -0.07 0.25
H 0.8273 2.9757 -0.9059 0.45 -0.01 0.08
H -0.1153 3.5089 0.2670 1.06 -0.46 -0.14
H 1.2365 1.0160 0.9493 -0.14 1.04 0.72
H -1.6207 1.8316 0.5847 -0.78 0.46 -0.04
H -1.3179 0.4494 1.5506 1.02 0.79 -0.20
H -0.2262 4.0472 3.4729 -0.08 -0.95 -0.89
H 0.6294 3.4693 2.0140 -1.02 0.41 0.89
H 0.3908 -1.2678 -2.5967 0.17 0.89 -1.40
H 2.2702 -2.5869 -2.2002 0.62 0.48 -0.66
H 0.9127 -3.7254 -1.8684 1.21 1.37 0.55
H 2.8602 -2.9319 0.1190 0.29 -0.29 -0.07
H 1.2375 -3.4214 0.5027 -0.26 0.15 0.18
H 2.4584 -0.6194 0.4072 0.41 -0.23 0.15
H 1.0653 -1.2325 1.3371 0.20 0.08 0.07
H -2.5335 -2.9442 -1.9904 1.06 -0.11 -1.01
N 0.7647 2.9599 0.1153 -1.79 -0.36 -0.31
N -0.2291 3.4782 2.6077 0.93 -0.11 -0.20
N 0.7029 -0.7195 -0.6908 0.94 3.74 4.26
O 0.6034 1.1473 -1.9230 -0.85 0.44 0.65
O -1.7311 2.0069 3.4586 -0.47 -0.11 0.15
O -1.7048 -1.8591 -0.4803 -0.11 0.60 0.70
O -1.6421 -2.8232 -2.4354 -0.34 0.30 0.63
```
Forces are in eV/Å.

Results
* E_LUMO: 0.0206 hartree
* net charge: 0
* SMILES: NC(=O)C[C@H](N)C(=O)N1CCC[C@H]1C(=O)O

# 5
Molecular formula: C5H10NO2
Method: DFT, the ωB97M-V functional and the def2-TZVPD basis

Geometry as XYZ:
```
18
Properties=species:S:1:pos:R:3:forces:R:3
C 1.6748 0.9287 -0.5269 -2.05 0.66 4.76
C 0.2806 0.4790 0.0223 1.26 -3.06 0.19
C -0.0485 -0.9513 -0.6457 -2.85 0.43 0.83
C -0.0823 -2.2655 0.1952 -3.00 3.24 0.63
N -0.7356 1.4866 -0.0572 1.75 -2.47 0.58
C -1.7404 1.4930 0.9474 0.84 -0.93 1.07
O -2.5349 2.4020 0.7866 -1.93 1.51 0.17
O -1.6546 0.6157 1.8742 -0.08 0.80 -1.38
H 1.9019 1.8630 0.0062 0.32 -0.24 0.41
H 1.6637 1.2731 -1.4680 0.06 0.23 -4.01
H 2.3432 0.1703 -0.2098 1.10 -0.59 -0.46
H 0.4310 -0.0108 1.0530 -0.28 2.16 -0.74
H 0.4854 -1.1377 -1.5204 1.44 -0.17 -1.56
H -1.0839 -0.9155 -0.9940 -0.09 0.53 -0.21
H 0.6410 -2.2135 0.8961 2.84 -0.20 2.37
H 0.0688 -3.0399 -0.4440 0.30 -2.57 -1.65
H -1.0257 -2.3814 0.8180 0.87 0.23 -1.09
H -0.5846 2.2045 -0.7330 -0.51 0.45 0.10
```
Forces are in eV/Å.

Results
* E_LUMO: 0.1394 hartree
* net charge: -1
* SMILES: CC[C@@H](C)NC(=O)[O-]

# 6
Molecular formula: CH3Cl2N4
Method: DFT, the ωB97M-V functional and the def2-TZVPD basis

Geometry as XYZ:
```
10
Properties=species:S:1:pos:R:3:forces:R:3
C 0.4919 0.5270 -0.3835 1.12 -1.14 2.50
N 1.2474 0.5260 0.5270 -0.61 -0.89 1.68
N -2.5246 1.3116 -0.1788 -1.45 3.61 0.55
N -2.3748 0.1350 0.0797 -0.11 -2.29 -1.25
N -1.2844 -0.4664 0.1732 3.09 1.93 0.28
Cl -1.1335 2.4284 0.0591 -1.84 -1.33 -0.33
Cl -3.8677 -0.9248 0.0118 0.95 1.23 0.04
H 0.6224 0.5889 -1.4105 -0.78 0.20 -1.96
H 1.1003 0.2310 1.5350 0.42 0.74 -1.62
H -1.1960 -1.4312 0.0916 -0.80 -2.07 0.12
```
Forces are in eV/Å.

Results
* E_LUMO: -0.2379 hartree
* net charge: +1